[1]
{"formula": "C23H30FO5Ti", "method": "ωB97M-V with the def2-TZVPD basis set", "total_energy_ha": -2219.96784, "relative_energy_kj_mol": 33.99, "orbital_gap_ev": [2.7, 2.7], "lumo_energy_ev": [2.273, 2.264], "charge": -1, "symbols": ["C", "C", "C", "C", "H", "H", "C", "H", "H", "C", "H", "H", "C", "C", "C", "O", "O", "O", "O", "C", "H", "H", "H", "C", "H", "H", "H", "O", "H", "H", "C", "C", "H", "H", "H", "H", "H", "H", "Ti", "C", "C", "C", "H", "C", "C", "H", "H", "H", "H", "C", "C", "C", "H", "C", "C", "H", "H", "H", "H", "F"], "coordinates": [[1.8808, 2.7689, -5.3651], [1.9214, 3.4805, -3.9777], [2.1669, 1.2505, -5.1333], [2.7440, 1.1539, -3.7148], [2.8545, 0.9125, -5.9200], [1.2149, 0.7002, -5.2137], [2.2049, 2.3840, -2.9725], [0.9578, 3.9698, -3.7933], [2.7397, 4.2053, -3.9567], [0.8830, 1.8232, -2.4766], [2.8421, 2.6920, -2.1220], [3.8397, 1.1360, -3.8126], [2.2877, -0.0253, -2.8350], [0.5620, 2.9088, -6.0939], [2.7534, 3.4160, -6.4534], [3.4825, 2.7457, -7.1573], [-0.5023, 3.2343, -5.5903], [0.7426, 2.6970, -7.4099], [2.6834, 4.7552, -6.6395], [1.7528, 5.7055, -6.0416], [1.7047, 5.6440, -4.9467], [0.7514, 5.6007, -6.4798], [2.1717, 6.6733, -6.3252], [-0.4173, 2.8605, -8.2274], [-1.2103, 2.1585, -7.9425], [-0.0572, 2.6500, -9.2325], [-0.7925, 3.8896, -8.1604], [1.2086, 0.4802, -2.0117], [0.1659, 1.7069, -3.2977], [0.3730, 2.4101, -1.7013], [3.4519, -0.4122, -1.9315], [1.8396, -1.2456, -3.6185], [2.3922, -1.3031, -4.5662], [0.7700, -1.2427, -3.8577], [2.0777, -2.1496, -3.0475], [3.1569, -1.1254, -1.1505], [3.8682, 0.4817, -1.4569], [4.2410, -0.8802, -2.5330], [0.1336, -0.2128, -0.1026], [1.0930, 0.0433, 2.0385], [2.0342, 0.6374, 1.1301], [1.4094, 1.7698, 0.5179], [3.0727, 0.3432, 1.0002], [0.0575, 1.8427, 0.9967], [-0.1316, 0.7773, 1.9490], [-1.0044, 0.6239, 2.5796], [1.3028, -0.7650, 2.7352], [1.9152, 2.5391, -0.0619], [-0.6572, 2.6257, 0.7479], [-1.4908, -1.8015, -0.7868], [-1.9679, -1.0913, 0.3582], [-2.1429, 0.2810, -0.0219], [-2.2339, -1.5313, 1.3178], [-1.7163, 0.4281, -1.3789], [-1.3182, -0.8676, -1.8549], [-1.0711, -1.1152, -2.8863], [-1.3437, -2.8777, -0.8560], [-2.6177, 1.0563, 0.5760], [-1.7957, 1.3317, -1.9822], [1.1108, -1.7559, -0.1015]], "atomic_forces_ev_per_a": [[-0.25, 0.55, -0.51], [0.43, -0.17, -0.53], [-0.27, 0.41, -0.27], [0.39, 0.21, -0.23], [-0.29, -0.06, 0.31], [0.38, 0.11, -0.03], [-0.43, -0.30, 0.30], [0.28, 0.03, 0.10], [-0.18, 0.07, -0.09], [-0.08, -1.05, 0.36], [-0.32, -0.10, -0.43], [-0.21, 0.11, 0.20], [0.42, -0.19, 0.18], [-1.74, 0.57, 1.02], [1.57, -1.06, 0.07], [-0.45, 1.29, 0.72], [1.12, -0.52, -0.86], [-0.80, -0.16, 0.31], [-0.02, 0.24, 0.03], [0.31, -0.39, -0.12], [0.00, -0.06, -0.52], [0.26, -0.09, 0.15], [-0.13, -0.15, 0.04], [-0.11, 0.01, -0.16], [0.22, 0.20, -0.01], [-0.18, 0.03, 0.00], [0.05, -0.28, 0.02], [0.51, 1.04, -0.86], [0.05, 0.19, -0.15], [0.38, -0.43, -0.05], [0.21, -0.15, 0.33], [0.04, -0.46, -0.37], [-0.02, -0.06, 0.14], [0.27, 0.09, 0.15], [-0.33, 0.12, -0.05], [-0.22, 0.26, -0.19], [-0.01, -0.08, 0.04], [-0.06, 0.09, -0.02], [-1.81, 2.12, 0.56], [-0.36, 0.66, 0.11], [-0.63, 0.60, 0.28], [-0.58, -0.12, 1.13], [-0.36, -0.09, -0.10], [1.16, 0.12, 1.02], [1.18, 1.00, 0.15], [0.14, -0.09, -0.41], [-0.17, 0.06, -0.38], [-0.22, -0.34, -0.14], [0.14, -0.34, -0.02], [-0.97, 0.71, -0.37], [-0.32, -0.55, -0.64], [-0.06, -0.56, -0.48], [0.14, 0.09, -0.28], [-0.06, -0.09, -0.02], [-0.96, -0.56, 0.59], [0.15, 0.09, 0.44], [0.31, 0.41, 0.16], [0.40, -0.21, -0.06], [-0.02, -0.24, 0.16], [2.14, -2.55, -0.76]]}



[2]
{"formula": "C2HN2O2", "method": "ωB97M-V with the def2-TZVPD basis set", "total_energy_ha": -336.68933, "relative_energy_kj_mol": 430.06, "orbital_gap_ev": 7.8, "lumo_energy_ev": 4.527, "charge": -1, "symbols": ["C", "C", "N", "N", "O", "O", "H"], "coordinates": [[-1.2626, 0.2445, 0.1183], [-2.6755, 0.0340, 0.0070], [-1.8892, -0.9786, -0.0389], [-0.1363, 0.8617, -0.0034], [0.1439, 2.1147, -0.0403], [-3.7742, 0.5743, -0.0109], [0.8196, -0.0360, 0.3801]], "atomic_forces_ev_per_a": [[-0.26, 1.50, -0.68], [-1.26, 3.67, 0.20], [1.55, -2.86, 0.28], [2.45, -4.23, 1.60], [0.09, 0.25, 0.22], [0.02, -1.11, -0.13], [-2.58, 2.78, -1.48]]}



[3]
{"formula": "C3H2ClF2NO", "method": "ωB97M-V with the def2-TZVPD basis set", "total_energy_ha": -905.34383, "relative_energy_kj_mol": 10.67, "orbital_gap_ev": 10.3, "lumo_energy_ev": 0.771, "symbols": ["O", "N", "C", "C", "Cl", "C", "F", "F", "H", "H"], "coordinates": [[1.1375, 0.6732, 1.8387], [0.0908, 1.5624, 1.6653], [-0.5911, 1.3042, 0.6203], [-0.4121, 0.0926, -0.2450], [-1.8907, -0.7016, -0.6972], [0.7410, -0.4169, -0.6601], [1.9433, 0.0533, -0.4181], [0.7192, -1.5127, -1.3611], [1.4453, 0.8911, 2.7369], [-1.4287, 1.9693, 0.4704]], "atomic_forces_ev_per_a": [[-0.04, 0.20, 1.06], [0.05, 0.07, -0.41], [0.39, -0.94, 0.09], [-0.26, 1.32, 0.59], [0.17, 0.16, 0.01], [-0.63, 0.30, 0.50], [-0.43, -0.37, -0.62], [0.93, -0.54, -0.46], [-0.07, -0.13, -0.52], [-0.10, -0.08, -0.24]]}



[4]
{"formula": "C5H5ClO2", "method": "ωB97M-V with the def2-TZVPD basis set", "total_energy_ha": -803.98752, "relative_energy_kj_mol": 524.28, "orbital_gap_ev": 8.4, "lumo_energy_ev": -0.422, "symbols": ["C", "C", "C", "C", "C", "H", "H", "H", "H", "H", "O", "O", "Cl"], "coordinates": [[0.8348, -0.3407, 0.1836], [-0.5489, -1.2064, 0.1363], [-1.5179, -0.2402, -0.1507], [-0.9227, 1.1337, -0.5140], [0.4611, 0.9829, -0.2770], [2.9210, -1.2904, 0.7467], [0.9448, -0.3667, 1.2830], [-0.5476, -2.3589, 0.1717], [-1.4956, 1.7833, -1.2209], [1.2469, 1.7335, -0.6901], [2.0634, -1.0031, -0.3411], [-0.3524, 1.6407, 0.6695], [-3.0871, -0.4677, 0.0029]], "atomic_forces_ev_per_a": [[0.41, -5.02, 2.01], [0.60, 2.24, -2.12], [5.55, -1.90, -0.28], [-2.98, -1.41, -0.15], [3.70, 3.30, -1.12], [-3.84, 1.39, -4.63], [0.23, 0.75, -0.42], [-0.40, 2.27, 0.49], [0.79, -0.43, 0.75], [-1.27, -1.79, 0.34], [1.85, -0.21, 4.26], [-0.33, 1.24, 0.78], [-4.31, -0.44, 0.09]]}